[1]
The following is a quantum chemistry calculation of a 2-piece molecular cluster, C3H10OS2 overall, from the Open Molecules 2025 dataset.

The geometry in ORCA input format:
```
! RIJCOSX wB97M-V def2-TZVPD def2/J DEFGRID3
* xyz 0 1
C 1.223 -1.286 -1.384
C 0.083 -0.190 -1.365
C 0.299 0.929 -0.312
S -0.993 2.153 -0.312
S -2.497 1.765 1.042
H 2.245 -0.970 -1.499
H 1.153 -1.868 -2.298
H 1.110 -1.781 -0.472
H 0.066 0.265 -2.324
H -0.895 -0.751 -1.128
H 0.552 0.538 0.697
H 1.218 1.422 -0.629
H -1.707 1.390 1.973
O -0.549 -0.800 2.313
H -0.824 0.177 2.466
H -0.485 -0.995 3.231
*
```

## Properties
**Energy above the lowest of the compared OMol25 structures with the same formula, charge and spin**: 112.9 kJ/mol
**SMILES string**: CCCSS.O
**Highest occupied orbital energy**: -0.30596 Ha
**E_LUMO**: 0.37 eV
**Gap between HOMO and LUMO**: 8.69 eV

[2]
The following is a quantum chemistry calculation of a 2-piece molecular cluster, C3H10OS2 overall, from the Open Molecules 2025 dataset.

The geometry in ORCA input format:
```
! RIJCOSX wB97M-V def2-TZVPD def2/J DEFGRID3
* xyz 0 1
C -0.717 -0.085 -2.065
C -0.302 1.345 -2.424
S 0.366 2.273 -0.976
S 2.230 1.517 -0.766
C 2.114 0.144 0.419
H -0.617 -0.296 -1.017
H -0.047 -0.773 -2.578
H -1.688 -0.358 -2.371
H 0.482 1.394 -3.140
H -1.168 1.931 -2.686
H 2.791 0.243 1.269
H 1.098 0.088 0.812
H 2.350 -0.804 -0.063
O -2.232 -2.568 5.344
H -2.644 -2.339 4.507
H -2.016 -1.714 5.734
*
```

## Properties
**Energy above the lowest of the compared OMol25 structures with the same formula, charge and spin**: 27.6 kJ/mol
**SMILES string**: CCSSC.O
**Highest occupied orbital energy**: -0.32703 Ha
**E_LUMO**: 0.69 eV
**Gap between HOMO and LUMO**: 9.59 eV

[3]
The following is a quantum chemistry calculation of a 2-piece molecular cluster, C3H10OSSi overall, from the Open Molecules 2025 dataset.

The geometry in ORCA input format:
```
! RIJCOSX wB97M-V def2-TZVPD def2/J DEFGRID3
* xyz 0 1
C -1.674 -0.010 1.352
C -0.079 -1.824 -0.722
C 1.269 1.253 -1.066
O 0.980 -0.943 1.782
Si -0.055 -0.490 0.607
S 0.303 2.728 -1.172
H -2.379 -0.921 1.487
H -1.475 0.459 2.297
H -2.204 0.738 0.732
H -0.692 -1.698 -1.598
H 0.980 -1.888 -1.088
H -0.463 -2.686 -0.272
H 2.172 1.295 -0.565
H 1.321 0.867 -2.009
H 1.088 -0.280 2.413
H 0.908 3.400 -2.179
*
```

## Properties
**Energy above the lowest of the compared OMol25 structures with the same formula, charge and spin**: 173.7 kJ/mol
**Highest occupied orbital energy**: -0.29078 Ha
**E_LUMO**: 0.38 eV
**Gap between HOMO and LUMO**: 8.30 eV

[4]
The following is a quantum chemistry calculation of a 2-piece molecular cluster, C3H10OSi overall, from the Open Molecules 2025 dataset.

The geometry in ORCA input format:
```
! RIJCOSX wB97M-V def2-TZVPD def2/J DEFGRID3
* xyz 0 1
C -2.359 -0.818 -0.088
C 1.820 -1.294 -0.036
C 0.622 2.029 -0.302
O -1.459 0.240 -0.132
Si -0.039 0.512 0.599
H -3.368 -0.421 -0.224
H -2.309 -1.353 0.864
H -2.139 -1.521 -0.897
H 2.370 -0.827 -0.831
H 2.405 -1.453 0.853
H 1.287 -2.176 -0.349
H 1.543 2.367 0.159
H 0.839 1.785 -1.337
H -0.083 2.855 -0.301
H -0.155 0.497 2.051
*
```

## Properties
**Energy above the lowest of the compared OMol25 structures with the same formula, charge and spin**: 142.3 kJ/mol
**Highest occupied orbital energy**: -0.30239 Ha
**E_LUMO**: 0.97 eV
**Gap between HOMO and LUMO**: 9.20 eV

[5]
The following is a quantum chemistry calculation of an isolated ion of composition C3H10PS and charge +1, from the Open Molecules 2025 dataset.

The geometry in ORCA input format:
```
! RIJCOSX wB97M-V def2-TZVPD def2/J DEFGRID3
* xyz 1 1
C 0.267 -1.184 1.062
C 1.037 1.626 0.685
C -0.234 -0.510 -1.835
P -0.301 0.016 -0.046
S -2.217 0.564 0.511
H -0.424 -2.110 1.132
H 0.416 -0.824 2.033
H 1.217 -1.611 0.722
H 0.298 2.464 1.027
H 1.927 1.920 0.022
H 1.328 0.967 1.535
H -0.665 0.300 -2.383
H -0.724 -1.474 -1.760
H 0.823 -0.642 -1.955
H -2.747 0.498 -0.750
*
```

## Properties
**Energy above the lowest of the compared OMol25 structures with the same formula, charge and spin**: 85.1 kJ/mol
**Highest occupied orbital energy**: -0.52919 Ha
**E_LUMO**: -3.49 eV
**Gap between HOMO and LUMO**: 10.91 eV

[6]
The following is a quantum chemistry calculation of a 2-piece molecular cluster, C3H10S overall, from the Open Molecules 2025 dataset.

The geometry in ORCA input format:
```
! RIJCOSX wB97M-V def2-TZVPD def2/J DEFGRID3
* xyz 0 1
C 0.150 -1.548 0.756
C 0.210 -0.587 1.973
H 0.666 -1.074 -0.062
H 0.569 -2.520 1.003
H -0.867 -1.707 0.382
H 0.680 -1.069 2.820
H -0.809 -0.317 2.265
H 0.720 0.341 1.704
C 0.247 1.307 -1.625
S -1.355 2.152 -1.574
H 0.804 1.655 -0.763
H 0.792 1.531 -2.541
H 0.091 0.240 -1.674
H -1.898 1.595 -2.664
*
```

## Properties
**Energy above the lowest of the compared OMol25 structures with the same formula, charge and spin**: 36.2 kJ/mol
**SMILES string**: CC.CS
**Highest occupied orbital energy**: -0.33250 Ha
**E_LUMO**: 0.97 eV
**Gap between HOMO and LUMO**: 10.02 eV

Q: The lowest highest occupied orbital energy belongs to which entry?
A: C3H10PS

Q: Look up the highest occupied orbital energy of the fifth one.
A: -0.52919 Ha

Q: Among the records above, which one has the highest highest occupied orbital energy?
A: C3H10OSSi